No. 1
{
  "formula": "C23H36BN12OS4Ta",
  "method": "ωB97M-V/def2-TZVPD",
  "species": ["Ta", "C", "C", "N", "C", "C", "S", "C", "C", "S", "C", "N", "C", "H", "H", "H", "H", "H", "H", "H", "H", "C", "N", "C", "C", "N", "B", "N", "C", "C", "N", "C", "C", "S", "C", "S", "H", "H", "H", "H", "H", "H", "H", "H", "H", "H", "H", "H", "N", "C", "N", "O", "H", "H", "H", "H", "C", "N", "C", "N", "C", "N", "C", "N", "C", "C", "H", "H", "H", "H", "H", "H", "H", "H", "H", "H", "H", "H"],
  "xyz": [[0.0963, -0.0775, -0.1710], [-1.7452, 0.7691, 3.3110], [-1.6797, 1.6715, 2.1199], [-1.2761, 1.4309, 0.8710], [-1.4380, 2.5651, 0.0778], [-1.9173, 3.6543, 0.7179], [-2.2156, 3.2671, 2.3455], [-1.2448, 2.3653, -1.3483], [-1.5225, 3.1943, -2.3769], [-1.5171, 2.3249, -3.8444], [-1.1177, 0.8913, -3.0536], [-0.9162, 1.0566, -1.7297], [-1.2157, -0.3996, -3.7939], [-0.9788, 0.0013, 3.3159], [-2.7208, 0.2790, 3.3412], [-1.6574, 1.3633, 4.2204], [-2.1434, 4.6298, 0.3156], [-1.8060, 4.2353, -2.3431], [-2.2746, -0.6456, -3.9104], [-0.7078, -1.2014, -3.2713], [-0.7963, -0.3216, -4.7978], [-3.1343, -4.2430, 1.1964], [-1.6961, -4.0692, 1.4385], [-0.8494, -5.0800, 1.8333], [0.3847, -4.5339, 1.9862], [0.2883, -3.1903, 1.7009], [1.4452, -2.1541, 1.7056], [1.4524, -1.2200, 2.9435], [1.6286, -1.5749, 4.2640], [1.8070, -0.4382, 4.9808], [1.7483, 0.6148, 4.0951], [1.9773, 2.0207, 4.4534], [1.5348, 0.1174, 2.8733], [1.5636, 1.0568, 1.3957], [-0.9798, -2.9428, 1.3446], [-1.5840, -1.3485, 1.0003], [-3.2805, -5.0904, 0.5312], [-3.5359, -3.3407, 0.7438], [-3.6363, -4.4307, 2.1430], [-1.1996, -6.0869, 1.9912], [1.3112, -4.9871, 2.2965], [2.4854, -2.7217, 1.5686], [1.2579, -1.3788, 0.7592], [1.6219, -2.6000, 4.5927], [1.9863, -0.2871, 6.0324], [1.6019, 2.1840, 5.4597], [1.4454, 2.6619, 3.7549], [3.0433, 2.2372, 4.4216], [1.1066, -3.9029, -1.6938], [0.1043, -3.0404, -1.6380], [-1.1169, -3.3831, -2.0244], [0.3450, -1.8551, -1.1868], [1.0052, -4.8298, -2.0840], [2.0279, -3.6174, -1.4016], [-1.3092, -4.2824, -2.4440], [-1.8784, -2.7271, -1.9641], [1.9434, -0.1346, -2.9299], [3.1123, 0.1924, -3.6756], [3.3004, 1.6462, -3.6864], [3.4508, 2.1380, -2.3170], [2.2757, 1.8488, -1.5628], [1.9780, 0.3256, -1.4538], [3.3037, -0.3159, -0.9244], [4.4411, 0.0344, -1.6990], [4.2897, -0.4378, -3.0759], [4.6148, 1.4910, -1.6999], [1.7944, -1.2128, -2.9320], [1.1033, 0.3761, -3.3933], [2.4396, 2.1248, -4.1582], [4.1897, 1.8932, -4.2629], [1.4090, 2.3138, -2.0394], [2.4012, 2.2494, -0.5588], [3.1455, -1.3961, -0.9457], [3.4470, 0.0166, 0.0997], [4.1744, -1.5232, -3.0849], [5.1750, -0.1804, -3.6539], [5.5069, 1.7465, -2.2685], [4.7395, 1.8499, -0.6773]],
  "forces_ev_per_angstrom": [[0.3, -0.3, 0.3], [0.0, 0.0, 0.0], [0.0, 0.2, 0.1], [-0.2, 0.0, -0.4], [0.0, 0.0, -0.1], [0.0, 0.0, 0.0], [0.0, 0.0, 0.0], [0.1, 0.0, 0.1], [0.0, 0.0, 0.1], [0.0, 0.0, -0.1], [-0.1, 0.1, 0.0], [-0.3, -0.3, -0.3], [0.2, 0.0, 0.0], [0.0, 0.0, 0.0], [0.0, 0.0, 0.0], [0.0, 0.0, 0.0], [0.0, 0.0, 0.0], [0.0, 0.0, 0.0], [0.0, 0.0, 0.0], [0.0, 0.0, 0.0], [0.0, 0.0, 0.0], [0.0, 0.0, 0.0], [0.1, 0.0, -0.1], [0.1, 0.0, 0.1], [0.0, 0.0, 0.1], [0.1, 0.2, -0.3], [-0.2, -0.4, 0.7], [-0.1, 0.1, -0.2], [0.0, 0.0, 0.1], [0.0, -0.1, 0.0], [0.0, 0.0, -0.1], [0.0, 0.0, 0.0], [0.1, -0.2, -0.1], [0.0, 0.2, 0.5], [0.1, 0.0, 0.2], [-0.2, 0.0, 0.0], [0.0, 0.0, 0.0], [0.0, 0.0, 0.0], [0.0, 0.0, 0.0], [0.0, 0.0, 0.0], [0.0, 0.0, 0.0], [0.0, 0.1, -0.2], [0.2, 0.1, -0.2], [0.0, 0.0, 0.0], [0.0, 0.0, 0.0], [0.0, 0.0, 0.0], [0.0, 0.0, 0.0], [0.0, 0.0, 0.0], [-0.1, 0.0, -0.1], [0.1, 0.0, 0.4], [-0.1, -0.1, -0.1], [-0.3, 0.4, -0.5], [0.0, 0.0, 0.0], [0.0, 0.0, 0.0], [0.0, 0.0, 0.0], [0.0, 0.0, 0.0], [-0.1, 0.0, -0.2], [0.0, 0.0, 0.2], [0.0, 0.0, -0.1], [-0.1, -0.2, 0.0], [0.0, 0.2, 0.0], [0.3, 0.2, -0.1], [0.1, -0.1, 0.1], [-0.2, 0.0, 0.0], [0.0, 0.0, 0.0], [0.1, 0.0, 0.0], [0.0, 0.0, 0.0], [0.0, -0.1, 0.0], [0.0, 0.0, 0.0], [0.0, 0.0, 0.0], [0.0, 0.0, 0.0], [0.0, 0.0, 0.0], [0.0, 0.0, 0.0], [-0.1, 0.0, 0.0], [0.0, 0.0, 0.0], [0.0, 0.0, 0.0], [0.0, 0.0, 0.0], [0.0, 0.0, 0.0]],
  "max_force_ev_per_a": 0.82,
  "total_charge": 4,
  "e_lumo_ha": -0.4808,
  "homo_ha": -0.6912,
  "gap_ev": 5.72
}

No. 2
{
  "formula": "CH15NO5",
  "method": "ωB97M-V/def2-TZVPD",
  "species": ["C", "N", "H", "H", "H", "H", "H", "H", "H", "O", "H", "H", "O", "H", "H", "O", "H", "H", "O", "H", "H", "O"],
  "xyz": [[2.3963, -1.6315, -0.1079], [1.1346, -1.8262, 0.7099], [2.0296, -0.8094, -0.7123], [2.6123, -2.5842, -0.5813], [3.2164, -1.1710, 0.4449], [0.3919, -1.7618, 0.0230], [1.1955, -2.6428, 1.2752], [-0.3442, 0.4682, 2.4658], [-1.3361, -0.4490, 1.6730], [-1.2709, 0.2258, 2.3415], [-1.2005, 3.4208, 1.9337], [-1.6471, 2.3545, 0.9895], [-1.9776, 2.9593, 1.6391], [0.8117, 0.3896, 0.4151], [1.0747, 1.8312, 0.6321], [1.1831, 1.1574, -0.0350], [-1.1587, -0.1316, -0.7311], [-2.2270, -0.9799, -1.2704], [-1.4029, -1.0790, -0.7626], [-1.7844, 1.1368, -3.1563], [-0.5507, 0.7169, -3.9525], [-1.1458, 0.4061, -3.2334]],
  "forces_ev_per_angstrom": [[-1.9, 0.4, 1.1], [1.5, 1.7, -0.5], [0.8, -0.4, -1.2], [0.6, 0.4, -0.5], [0.0, -0.6, 0.3], [-0.3, -1.0, 0.6], [-0.6, -0.6, 0.1], [-0.2, -0.5, -0.1], [0.4, -0.6, -0.4], [-0.1, 0.7, 0.5], [0.4, 0.4, 0.3], [0.1, -0.7, -0.4], [-0.6, 0.6, 0.2], [0.2, -0.6, 0.1], [0.1, 0.6, 0.1], [-0.4, 0.0, 0.0], [0.4, -0.6, -0.1], [0.3, -0.6, 0.1], [-0.6, 1.2, 0.1], [0.3, -0.4, -0.1], [-0.5, -0.4, 0.8], [0.1, 0.9, -0.8]],
  "max_force_ev_per_a": 2.31,
  "total_charge": 0,
  "e_lumo_ha": 0.0074,
  "smiles": "CN.O.O.O.O.O",
  "homo_ha": -0.3443,
  "gap_ev": 9.57
}

No. 3
{
  "formula": "C29H28BF4IrN6OTe",
  "method": "ωB97M-V/def2-TZVPD",
  "species": ["Ir", "N", "C", "N", "C", "N", "C", "C", "N", "C", "C", "N", "H", "H", "H", "H", "H", "C", "C", "C", "C", "C", "C", "Te", "N", "C", "O", "C", "C", "C", "C", "C", "C", "C", "C", "C", "C", "C", "C", "C", "C", "C", "C", "H", "H", "H", "H", "H", "H", "H", "H", "H", "H", "H", "H", "H", "H", "H", "H", "H", "H", "H", "H", "H", "H", "H", "F", "B", "F", "F", "F"],
  "xyz": [[-0.0927, -0.4497, 0.8372], [-1.9989, 1.1079, -2.4415], [-0.7907, 0.8500, -1.9684], [-0.8843, 0.7776, -0.6415], [-2.2121, 0.9733, -0.3933], [-2.9279, 1.1821, -1.4562], [-2.6111, 0.9253, 0.9961], [-3.8361, 1.3008, 1.5135], [-4.0778, 1.2403, 2.8180], [-3.0917, 0.8189, 3.6044], [-1.8526, 0.4456, 3.1068], [-1.6242, 0.4950, 1.7959], [-2.2851, 1.1741, -3.4065], [0.0985, 0.7257, -2.5592], [-4.6233, 1.6571, 0.8612], [-3.2905, 0.7718, 4.6670], [-1.0507, 0.1085, 3.7438], [8.9466, -0.6213, -1.2520], [7.5243, -0.6149, -0.7617], [6.5040, -1.1872, -1.5102], [5.1874, -1.2040, -1.0650], [4.1199, -1.8592, -1.9062], [4.9132, -0.5806, 0.1605], [2.8602, -0.6125, 0.8263], [1.3415, -0.5932, 2.4201], [0.7090, -1.5985, 2.9717], [-0.4399, -1.7729, 2.4246], [1.1742, -2.3950, 4.1097], [2.5089, -2.3600, 4.5044], [2.9301, -3.1307, 5.5742], [2.0183, -3.9338, 6.2500], [0.6843, -3.9596, 5.8643], [0.2611, -3.1980, 4.7878], [2.8451, 1.4867, 1.1049], [2.6374, 2.0214, 2.3719], [2.6976, 3.3920, 2.5622], [2.9616, 4.2249, 1.4835], [3.1421, 3.6846, 0.2229], [3.0861, 2.3079, 0.0020], [3.2826, 1.7822, -1.3976], [5.9182, -0.0477, 0.9761], [5.6776, 0.5241, 2.3502], [7.2147, -0.0615, 0.4775], [9.0169, -1.0000, -2.2698], [9.5674, -1.2483, -0.6099], [9.3663, 0.3850, -1.2268], [6.7361, -1.6470, -2.4648], [4.5581, -2.3289, -2.7843], [3.3762, -1.1416, -2.2520], [3.5838, -2.6340, -1.3534], [3.2169, -1.7382, 3.9695], [3.9670, -3.1073, 5.8814], [2.3515, -4.5437, 7.0795], [-0.0236, -4.5785, 6.3989], [-0.7726, -3.2195, 4.4667], [2.4359, 1.3682, 3.2090], [2.5526, 3.8045, 3.5523], [3.0245, 5.2960, 1.6250], [3.3303, 4.3392, -0.6204], [2.9129, 2.5017, -2.1282], [2.7531, 0.8404, -1.5576], [4.3400, 1.6095, -1.6070], [4.8694, 0.0076, 2.8726], [5.4119, 1.5816, 2.2972], [6.5774, 0.4337, 2.9565], [8.0116, 0.3545, 1.0856], [0.5388, -3.4080, -2.0030], [-0.0435, -2.1797, -1.9190], [0.9717, -1.1756, -1.6975], [-0.7899, -1.7958, -3.0239], [-0.8908, -2.0945, -0.7358]],
  "forces_ev_per_angstrom": [[-1.0, -0.6, 2.5], [-0.2, 0.1, 0.1], [-0.1, 0.2, 0.0], [1.0, -0.3, -0.9], [-0.1, 0.2, 0.1], [0.1, 0.0, -0.3], [-0.1, 0.2, 0.0], [0.0, 0.1, 0.3], [0.1, -0.1, 0.0], [-0.1, 0.2, -0.2], [0.1, 0.1, 0.1], [0.3, -0.5, 0.2], [0.0, 0.0, 0.0], [0.0, -0.1, 0.0], [0.0, 0.0, 0.0], [0.0, 0.0, 0.0], [0.0, 0.0, 0.0], [-0.1, 0.0, 0.1], [0.1, 0.0, 0.0], [0.0, 0.0, -0.1], [0.0, 0.0, 0.0], [0.1, 0.0, 0.1], [-0.1, -0.3, 0.0], [0.7, 0.3, -0.4], [-1.0, 1.0, -0.5], [0.6, 0.1, 0.4], [0.0, -0.7, -1.3], [-0.1, 0.0, 0.0], [0.1, 0.1, 0.0], [0.0, 0.0, 0.0], [0.0, 0.0, 0.0], [0.0, 0.0, 0.0], [-0.1, 0.0, 0.0], [0.0, 0.0, 0.0], [0.0, 0.0, 0.0], [0.0, 0.0, 0.0], [0.0, 0.0, 0.0], [0.0, 0.0, 0.0], [0.0, 0.0, -0.1], [0.0, 0.1, 0.1], [0.0, 0.0, 0.0], [0.0, 0.0, -0.1], [0.0, 0.0, 0.0], [0.0, 0.0, 0.0], [0.0, 0.0, 0.0], [0.0, 0.0, 0.0], [0.0, 0.0, 0.0], [0.0, 0.0, 0.0], [0.0, 0.0, 0.0], [0.0, 0.0, 0.0], [0.0, 0.0, 0.0], [0.0, 0.0, 0.0], [0.0, 0.0, 0.0], [0.0, 0.0, 0.0], [0.0, 0.0, 0.0], [0.0, 0.0, 0.0], [0.0, 0.0, 0.0], [0.0, 0.0, 0.0], [0.0, 0.0, 0.0], [0.0, 0.0, 0.0], [0.0, 0.0, 0.0], [0.0, 0.0, 0.0], [0.0, 0.0, 0.0], [0.0, 0.0, 0.0], [0.0, 0.0, 0.0], [0.0, 0.0, 0.0], [-0.1, 0.1, 0.0], [0.1, 0.0, -0.2], [0.0, 0.0, 0.0], [0.0, -0.1, 0.2], [0.0, 0.1, -0.1]],
  "max_force_ev_per_a": 2.71,
  "total_charge": 1,
  "e_lumo_ha": [-0.1590, -0.1821],
  "spin_multiplicity": 2,
  "homo_ha": [-0.3932, -0.4237],
  "gap_ev": [6.37, 6.57]
}

No. 4
{
  "formula": "C5H11FN2",
  "method": "ωB97M-V/def2-TZVPD",
  "species": ["F", "C", "C", "N", "N", "C", "C", "C", "H", "H", "H", "H", "H", "H", "H", "H", "H", "H", "H"],
  "xyz": [[0.2717, -2.1629, 1.9023], [-0.0828, 0.8852, -0.9590], [0.2172, 0.0491, 0.1166], [1.1221, 0.2932, -2.9389], [-0.4121, 0.5474, 2.3891], [0.9982, 1.3141, -1.8898], [-0.9142, -1.7199, 1.4236], [-0.8121, -0.2062, 1.1715], [-1.0943, 1.2730, -1.0893], [1.2348, -0.2623, 0.2834], [0.2178, 0.1772, -3.3728], [1.4198, -0.5715, -2.4975], [0.6193, 0.5233, 2.4898], [-0.8617, 0.1813, 3.2016], [1.9522, 1.4301, -1.3576], [0.7626, 2.2704, -2.3774], [-1.7038, -1.9567, 2.1140], [-1.1072, -2.2351, 0.4780], [-1.8277, 0.1701, 0.9124]],
  "forces_ev_per_angstrom": [[1.1, -0.6, 0.6], [1.1, -1.5, 3.3], [-2.0, 3.1, -2.7], [0.9, 0.4, -0.2], [1.0, 0.1, -1.1], [-0.3, -0.2, -0.6], [-0.7, 0.9, -1.1], [-0.1, -0.3, 0.9], [0.2, -0.2, 0.0], [0.2, -0.2, 0.1], [0.0, -0.4, -0.1], [-0.3, 0.0, -0.3], [-1.1, -0.1, 0.2], [-0.1, -0.3, 0.6], [-0.2, -0.1, -0.2], [0.1, -0.2, 0.2], [-0.3, -0.1, 0.6], [-0.1, 0.0, 0.0], [0.7, -0.3, -0.3]],
  "max_force_ev_per_a": 4.53,
  "total_charge": 0,
  "e_lumo_ha": 0.0390,
  "smiles": "NC/C=C/[C@H](N)CF",
  "homo_ha": -0.3214,
  "gap_ev": 9.81
}

Let's list energy relative to the best compared isomer or geometry (same formula, charge and spin) in order: 12.1; 39.7; 61.4; 25.5 kcal/mol.